(1)
# C43H90N6O6

A cluster of 6 separate species, C43H90N6O6 in total in a non-equilibrium geometry (ωB97M-V with the def2-TZVPD basis set, OMol25).

DFT total energy: -2470.4722 a.u.
orbital gap: 0.1926 hartree
lowest unoccupied orbital energy: -12.209 eV
energy above the lowest of the compared OMol25 structures with the same formula, charge and spin: 385.8 kJ/mol
net charge: +4
highest occupied orbital energy: -17.4 eV

Geometry as XYZ:
```
145
Properties=species:S:1:pos:R:3:lowdin_charge:R:1
N 0.64 0.14 -0.90 -0.628
O -0.36 0.09 -0.17 -0.062
O 1.72 -0.08 -0.43 -0.003
O 0.52 0.58 -2.04 -0.046
C -2.15 2.59 -1.67 -0.022
C -1.82 3.82 -0.79 -0.387
C -3.10 4.70 -0.64 -0.061
C -4.14 3.98 0.39 -0.140
C -3.49 3.89 1.75 -0.166
C -2.27 3.01 1.88 -0.430
N -1.38 3.27 0.61 0.206
O 0.00 2.96 0.62 0.126
C -2.79 1.60 1.87 -0.004
C -1.51 3.39 3.16 0.010
C -0.73 4.64 -1.50 -0.017
H -1.32 1.90 -1.83 0.058
H -2.70 2.82 -2.59 0.103
H -2.90 1.93 -1.24 0.077
H -3.71 4.77 -1.54 0.132
H -2.86 5.70 -0.28 0.127
H -4.47 3.03 -0.02 0.097
H -5.15 4.38 0.51 0.131
H -4.24 3.56 2.47 0.147
H -3.23 4.92 1.99 0.137
H -2.80 1.06 2.82 0.098
H -2.18 0.99 1.21 0.064
H -3.78 1.58 1.41 0.093
H -0.73 2.67 3.40 0.057
H -2.21 3.33 3.99 0.119
H -1.07 4.37 2.99 0.110
H 0.12 4.03 -1.79 0.068
H -0.26 5.37 -0.84 0.100
H -0.90 5.15 -2.45 0.117
C 6.04 0.80 1.98 0.011
C 4.70 0.11 2.41 -0.399
C 4.87 -0.47 3.87 -0.100
C 3.68 -0.43 4.84 -0.139
C 3.09 1.00 4.80 -0.119
C 2.56 1.31 3.43 -0.406
N 3.66 1.18 2.32 0.148
O 3.40 1.86 1.13 0.143
C 2.05 2.77 3.44 -0.028
C 1.35 0.42 2.99 0.007
C 4.32 -0.96 1.39 -0.005
H 6.26 1.70 2.55 0.104
H 6.24 1.02 0.93 0.085
H 6.84 0.11 2.23 0.107
H 5.71 -0.10 4.46 0.133
H 5.29 -1.47 3.81 0.136
H 4.06 -0.70 5.82 0.132
H 2.92 -1.18 4.63 0.087
H 3.85 1.72 5.09 0.141
H 2.29 1.22 5.50 0.139
H 1.60 3.07 2.49 0.052
H 2.80 3.56 3.52 0.109
H 1.26 2.97 4.16 0.096
H 0.78 1.00 2.27 0.067
H 0.73 0.22 3.87 0.088
H 1.75 -0.54 2.66 0.076
H 5.12 -1.68 1.23 0.112
H 4.23 -0.58 0.37 0.063
H 3.46 -1.62 1.55 0.091
C -0.59 -4.75 3.13 0.023
C -0.79 -3.29 3.67 -0.350
C -0.98 -2.23 2.50 -0.139
C -2.24 -2.29 1.70 -0.158
C -3.53 -2.19 2.63 -0.155
C -3.59 -3.14 3.71 -0.429
N -2.16 -3.17 4.40 0.146
O -2.20 -3.53 5.70 0.202
C -3.92 -4.53 3.12 0.022
C -4.74 -2.61 4.67 0.015
C 0.40 -2.82 4.60 -0.005
H 0.39 -4.91 2.68 0.112
H -1.30 -4.98 2.33 0.066
H -0.91 -5.53 3.82 0.107
H -0.12 -2.43 1.86 0.132
H -0.90 -1.22 2.89 0.103
H -2.19 -3.20 1.10 0.091
H -2.27 -1.48 0.97 0.091
H -4.34 -2.21 1.89 0.136
H -3.58 -1.17 3.01 0.110
H -3.59 -5.24 3.87 0.104
H -3.30 -4.72 2.24 0.068
H -4.96 -4.71 2.84 0.123
H -5.64 -2.48 4.07 0.108
H -4.58 -1.68 5.22 0.097
H -4.89 -3.36 5.44 0.094
H 1.35 -2.97 4.08 0.087
H 0.52 -3.41 5.50 0.098
H 0.38 -1.76 4.87 0.072
C -2.29 1.17 -5.12 -0.065
C -2.20 0.06 -4.04 -0.226
C -2.96 -1.16 -4.41 -0.108
N -2.84 -2.37 -3.43 -0.225
C -1.43 -2.99 -3.66 0.056
C -3.89 -3.42 -3.73 -0.099
C -4.65 -3.66 -2.44 -0.154
C -3.66 -3.40 -1.32 -0.137
C -2.99 -2.12 -1.93 -0.087
H -1.98 2.19 -4.90 0.066
H -3.35 1.41 -5.27 0.084
H -1.77 1.04 -6.07 0.082
H -2.60 0.49 -3.12 0.083
H -1.15 -0.20 -3.91 0.089
H -2.66 -1.56 -5.37 0.144
H -4.03 -0.98 -4.46 0.140
H -1.43 -3.86 -3.01 0.109
H -0.76 -2.23 -3.25 0.088
H -1.25 -3.17 -4.72 0.119
H -3.37 -4.34 -4.01 0.138
H -4.57 -3.09 -4.52 0.141
H -5.00 -4.69 -2.54 0.136
H -5.56 -3.06 -2.43 0.132
H -2.99 -4.23 -1.08 0.116
H -4.17 -3.39 -0.36 0.105
H -2.03 -1.81 -1.52 0.109
H -3.64 -1.26 -1.79 0.136
C 1.95 -0.15 -6.49 -0.074
C 2.20 0.36 -5.05 -0.210
C 3.56 1.12 -4.94 -0.074
N 3.91 1.58 -3.50 -0.206
C 2.89 2.67 -3.04 0.050
C 5.35 2.07 -3.44 -0.115
C 6.23 0.96 -2.97 -0.159
C 5.31 -0.16 -2.67 -0.172
C 4.02 0.48 -2.42 -0.126
H 1.31 0.49 -7.10 0.081
H 1.55 -1.16 -6.39 0.074
H 2.91 -0.22 -7.01 0.081
H 2.20 -0.56 -4.46 0.097
H 1.34 0.92 -4.68 0.090
H 3.67 1.97 -5.61 0.143
H 4.43 0.52 -5.19 0.130
H 1.94 2.14 -2.95 0.060
H 2.85 3.34 -3.90 0.110
H 3.16 3.16 -2.10 0.104
H 5.37 2.92 -2.77 0.136
H 5.72 2.36 -4.43 0.142
H 6.76 1.37 -2.11 0.125
H 6.98 0.71 -3.72 0.136
H 5.69 -0.72 -1.81 0.130
H 5.26 -0.76 -3.58 0.129
H 4.10 0.96 -1.45 0.117
H 3.16 -0.19 -2.52 0.114
```

=====

(2)
# C43H91Br21

A structure of composition C43H91Br21 in a non-equilibrium geometry (ωB97M-V with the def2-TZVPD basis set, OMol25).

DFT total energy: -55747.0792 a.u.
orbital gap: 0.3609 hartree
lowest unoccupied orbital energy: -0.413 eV
energy above the lowest of the compared OMol25 structures with the same formula, charge and spin: 10.7 kJ/mol
net charge: 0
highest occupied orbital energy: -10.2 eV

Geometry as XYZ:
```
155
Properties=species:S:1:pos:R:3:lowdin_charge:R:1
C -4.02 -1.91 2.75 -1.637
Br -5.55 -0.86 2.33 0.649
Br -2.42 -1.25 1.88 0.708
Br -4.27 -3.80 2.62 0.631
H -3.93 -1.81 3.79 -0.111
C 6.24 -1.64 -0.76 -1.662
Br 4.67 -1.22 -1.81 0.527
Br 7.62 -0.56 -1.50 0.564
Br 6.73 -3.48 -0.88 0.587
H 5.99 -1.34 0.27 -0.025
C 2.97 -1.83 3.40 -1.503
Br 1.78 -2.77 2.17 0.598
Br 4.63 -2.83 3.71 0.555
Br 2.08 -1.43 5.13 0.625
H 3.19 -0.88 2.94 -0.066
C 0.17 7.38 4.51 -1.564
Br -1.10 6.23 5.43 0.588
Br 1.03 6.38 3.05 0.577
Br 1.47 8.25 5.66 0.571
H -0.38 8.22 3.97 0.002
C 5.69 2.89 1.61 -1.622
Br 5.81 1.37 2.76 0.576
Br 5.57 4.52 2.63 0.574
Br 4.22 2.68 0.34 0.588
H 6.68 2.89 1.08 -0.001
C 2.34 5.77 -1.46 -1.559
Br 2.98 5.44 -3.31 0.551
Br 0.57 4.96 -1.07 0.541
Br 2.44 7.59 -0.96 0.613
H 3.04 5.31 -0.83 -0.111
C -1.30 3.02 -3.64 -1.517
Br -2.40 2.91 -2.02 0.652
Br -2.37 2.47 -5.15 0.603
Br 0.35 1.98 -3.38 0.588
H -1.04 4.05 -3.87 -0.029
C 0.89 -4.97 6.31 -0.137
C -0.28 -4.48 5.47 -0.258
C -0.88 -3.25 6.19 -0.239
C -1.70 -2.24 5.38 -0.257
C -2.33 -1.11 6.16 -0.270
C -2.78 0.11 5.42 -0.103
H 0.61 -5.39 7.27 0.064
H 1.60 -4.21 6.63 0.041
H 1.45 -5.78 5.83 0.077
H 0.09 -4.30 4.48 0.065
H -1.09 -5.26 5.39 0.124
H -0.10 -2.65 6.74 0.083
H -1.47 -3.68 7.07 0.136
H -1.13 -1.74 4.70 0.038
H -2.42 -2.84 4.83 0.075
H -3.17 -1.68 6.67 0.131
H -1.71 -0.80 6.95 0.088
H -3.13 0.86 6.19 0.092
H -1.90 0.64 4.91 0.076
H -3.57 -0.01 4.68 0.036
C 3.52 -7.79 0.72 -0.133
C 3.23 -7.26 -0.69 -0.266
C 1.84 -6.67 -0.58 -0.239
C 1.17 -6.37 -1.95 -0.214
C 0.37 -5.06 -2.15 -0.235
C 1.36 -3.92 -2.47 -0.101
H 3.23 -7.04 1.47 0.066
H 4.60 -8.01 0.90 0.073
H 2.96 -8.70 0.95 0.074
H 3.90 -6.44 -1.05 0.120
H 3.32 -8.17 -1.28 0.104
H 1.97 -5.78 0.01 0.085
H 1.15 -7.28 0.06 0.127
H 1.89 -6.35 -2.76 0.089
H 0.56 -7.23 -2.21 0.104
H -0.47 -5.21 -2.87 0.108
H -0.07 -4.78 -1.19 0.093
H 1.89 -3.73 -1.58 0.036
H 2.13 -4.30 -3.11 0.063
H 1.00 -2.92 -2.73 0.056
C 1.58 3.27 5.35 -0.092
C 0.77 2.28 4.45 -0.253
C 1.36 1.77 3.13 -0.192
C 0.46 0.89 2.20 -0.229
C 1.02 0.64 0.80 -0.276
C -0.01 0.00 -0.10 -0.167
H 0.89 3.70 6.10 0.060
H 2.09 4.07 4.85 0.028
H 2.30 2.65 5.88 0.061
H 0.32 1.48 5.10 0.101
H -0.15 2.81 4.16 0.046
H 2.30 1.21 3.32 0.079
H 1.64 2.62 2.54 0.086
H 0.22 -0.09 2.65 0.060
H -0.54 1.32 2.11 0.065
H 1.29 1.63 0.38 0.089
H 1.85 -0.05 0.86 0.066
H -0.99 0.53 0.01 0.038
H 0.22 0.10 -1.14 0.004
H -0.12 -1.10 0.06 0.051
C -6.10 3.52 -0.63 -0.093
C -5.04 2.57 -0.01 -0.305
C -4.12 3.22 1.02 -0.259
C -3.13 2.23 1.62 -0.234
C -2.39 2.93 2.78 -0.233
C -1.35 3.96 2.28 -0.159
H -5.63 4.53 -0.65 0.075
H -6.99 3.56 -0.01 0.062
H -6.47 3.34 -1.66 0.072
H -5.54 1.76 0.43 0.058
H -4.38 2.07 -0.75 0.019
H -4.80 3.58 1.86 0.143
H -3.65 4.12 0.70 0.080
H -3.73 1.44 2.12 0.050
H -2.46 1.83 0.81 0.075
H -3.06 3.52 3.40 0.105
H -1.76 2.32 3.47 0.064
H -1.81 4.79 1.79 0.060
H -0.75 4.32 3.08 -0.043
H -0.73 3.60 1.48 0.046
C -1.51 -2.12 -4.46 -0.087
C -1.86 -1.95 -2.94 -0.227
C -3.08 -0.98 -2.62 -0.209
C -4.42 -1.69 -2.83 -0.195
C -5.68 -0.71 -2.66 -0.252
C -6.90 -1.22 -3.41 -0.124
H -1.25 -1.10 -4.85 0.073
H -2.27 -2.51 -5.15 0.070
H -0.65 -2.68 -4.48 0.017
H -2.06 -2.89 -2.48 0.077
H -0.93 -1.62 -2.48 0.067
H -3.00 -0.13 -3.27 0.055
H -2.90 -0.63 -1.59 0.092
H -4.52 -2.10 -3.90 0.121
H -4.61 -2.55 -2.11 0.125
H -5.92 -0.55 -1.62 0.087
H -5.36 0.25 -3.08 0.097
H -6.89 -1.15 -4.49 0.070
H -7.03 -2.29 -3.20 0.074
H -7.68 -0.63 -3.01 0.049
C 5.56 1.55 -7.03 -0.136
C 4.56 1.04 -6.04 -0.268
C 3.08 1.30 -6.44 -0.228
C 2.57 2.70 -6.53 -0.260
C 1.17 2.73 -7.01 -0.306
C 0.81 3.97 -7.81 -0.105
H 6.59 1.34 -6.62 0.085
H 5.56 2.63 -7.14 0.064
H 5.52 1.08 -8.02 0.072
H 4.74 0.00 -5.79 0.098
H 4.75 1.65 -5.14 0.110
H 2.54 0.76 -5.73 0.077
H 3.00 0.73 -7.38 0.124
H 2.62 3.29 -5.56 0.092
H 3.25 3.28 -7.22 0.124
H 1.07 1.85 -7.57 0.092
H 0.58 2.62 -6.11 0.025
H -0.33 3.90 -8.16 0.105
H 0.93 4.91 -7.29 0.058
H 1.33 4.11 -8.77 0.067
```

=====

(3)
# C43H94N25O13PS

A structure of composition C43H94N25O13PS in a non-equilibrium geometry (ωB97M-V with the def2-TZVPD basis set, OMol25).

DFT total energy: -4781.8127 a.u.
orbital gap: 0.2869 hartree
lowest unoccupied orbital energy: -0.991 eV
net charge: 0
highest occupied orbital energy: -8.8 eV

Geometry as XYZ:
```
177
Properties=species:S:1:pos:R:3:lowdin_charge:R:1
C -6.63 12.12 -7.27 -0.134
C -6.18 10.81 -6.59 -0.281
C -6.95 9.55 -7.08 -0.206
C -6.08 8.29 -6.76 -0.196
C -6.91 7.07 -6.25 -0.193
C -6.42 6.50 -4.88 -0.203
C -5.93 5.03 -5.00 -0.222
C -5.21 4.53 -3.72 -0.208
C -5.19 2.97 -3.63 -0.213
C -3.75 2.38 -3.57 -0.216
C -3.74 0.87 -3.17 -0.191
C -2.71 0.05 -4.01 -0.196
C -1.64 -0.70 -3.17 -0.177
C -1.04 0.15 -2.01 -0.146
C 0.45 0.00 -1.83 -0.101
C 1.06 -0.77 -0.86 -0.080
C 0.12 -1.55 0.07 -0.108
C 0.45 -3.08 0.15 -0.160
C 0.92 -3.70 -1.18 -0.156
C 1.38 -5.18 -1.01 -0.190
O 2.80 -5.14 -0.79 -0.243
C 3.52 -5.89 -1.77 -0.110
C 2.53 -0.85 -0.72 -0.094
C 3.20 -1.68 0.39 -0.153
O 2.55 -1.42 1.63 -0.063
C 2.92 -2.30 2.64 -0.268
C 3.07 -1.75 3.92 -0.014
C 3.40 -2.56 5.00 -0.081
C 3.58 -3.94 4.86 -0.082
C 3.46 -4.49 3.59 -0.066
C 3.12 -3.67 2.51 -0.031
C 3.33 -0.17 -1.60 -0.231
P 5.17 -0.26 -1.53 0.769
N 5.82 0.88 -0.63 -0.306
C 2.76 0.64 -2.64 -0.361
N 3.37 1.34 -3.56 -0.258
S 2.26 2.06 -4.51 1.001
N 0.94 1.49 -3.76 -0.223
C 1.29 0.72 -2.75 -0.287
H -7.70 12.35 -7.09 0.070
H -6.07 12.97 -6.83 0.066
H -6.44 12.15 -8.35 0.069
H -5.11 10.66 -6.84 0.103
H -6.24 10.93 -5.49 0.108
H -7.07 9.68 -8.17 0.105
H -7.93 9.54 -6.58 0.102
H -5.62 7.99 -7.71 0.076
H -5.30 8.59 -6.04 0.096
H -7.96 7.41 -6.14 0.095
H -6.90 6.29 -7.02 0.082
H -5.59 7.15 -4.55 0.102
H -7.23 6.54 -4.13 0.107
H -5.18 5.02 -5.81 0.102
H -6.81 4.43 -5.26 0.116
H -5.81 4.89 -2.86 0.104
H -4.21 4.97 -3.61 0.109
H -5.75 2.65 -2.74 0.105
H -5.68 2.52 -4.51 0.108
H -3.16 2.98 -2.85 0.106
H -3.24 2.51 -4.54 0.101
H -3.56 0.82 -2.08 0.095
H -4.74 0.44 -3.36 0.105
H -2.19 0.68 -4.75 0.098
H -3.28 -0.72 -4.57 0.106
H -0.85 -1.06 -3.85 0.111
H -2.14 -1.58 -2.73 0.110
H -1.63 -0.03 -1.10 0.069
H -1.22 1.22 -2.27 0.118
H -0.93 -1.50 -0.26 0.090
H 0.22 -1.11 1.07 0.105
H 1.14 -3.28 0.98 0.083
H -0.50 -3.57 0.42 0.118
H 0.08 -3.69 -1.90 0.120
H 1.77 -3.18 -1.65 0.110
H 0.84 -5.68 -0.19 0.129
H 1.22 -5.68 -1.98 0.113
H 4.57 -5.91 -1.44 0.090
H 3.10 -6.90 -1.82 0.091
H 3.52 -5.37 -2.75 0.093
H 4.26 -1.41 0.52 0.093
H 3.16 -2.73 0.07 0.110
H 2.93 -0.69 4.13 0.118
H 3.49 -2.15 6.01 0.107
H 3.83 -4.59 5.70 0.075
H 3.59 -5.56 3.40 0.109
H 3.00 -4.16 1.54 0.094
H 5.62 -0.28 -2.87 0.005
H 5.46 -1.54 -1.00 0.016
H 6.32 0.40 0.12 -0.018
C 4.72 -7.26 6.21 -0.676
O 3.70 -6.62 6.46 -0.016
N 5.96 -6.79 6.45 0.155
N 4.66 -8.51 5.66 0.152
H 6.80 -7.30 6.25 0.081
H 6.04 -5.88 6.85 0.091
H 3.75 -8.89 5.46 0.103
H 5.47 -9.06 5.44 0.093
C 9.67 2.13 -1.09 -0.696
O 9.81 2.09 0.12 0.018
N 8.49 1.84 -1.71 0.137
N 10.70 2.46 -1.93 0.142
H 8.36 1.86 -2.70 0.089
H 7.70 1.59 -1.11 0.024
H 11.58 2.68 -1.51 0.100
H 10.61 2.50 -2.93 0.087
C 1.91 -8.14 9.80 -0.673
O 1.18 -8.61 10.66 0.016
N 2.88 -8.86 9.18 0.160
N 1.80 -6.85 9.38 0.164
H 3.49 -8.49 8.47 0.071
H 2.99 -9.82 9.46 0.102
H 1.10 -6.28 9.80 0.102
H 2.39 -6.45 8.67 0.079
C -1.09 -7.93 14.02 -0.695
O -0.91 -9.09 14.38 0.017
N -1.69 -7.00 14.83 0.133
N -0.71 -7.47 12.81 0.168
H -1.85 -6.05 14.56 0.084
H -1.99 -7.31 15.74 0.095
H -0.26 -8.11 12.18 0.066
H -0.85 -6.52 12.51 0.081
C 9.35 -5.38 6.44 -0.652
O 8.20 -5.73 6.67 0.003
N 9.78 -5.06 5.19 0.159
N 10.29 -5.28 7.42 0.158
H 10.72 -4.77 4.98 0.097
H 9.11 -5.12 4.44 0.109
H 10.01 -5.51 8.36 0.108
H 11.24 -4.99 7.25 0.097
C 5.96 5.74 -1.32 -0.694
O 5.72 6.87 -0.92 0.015
N 6.90 4.94 -0.75 0.161
N 5.30 5.19 -2.38 0.145
H 7.11 4.01 -1.07 0.065
H 7.41 5.31 0.04 0.105
H 4.60 5.75 -2.83 0.097
H 5.48 4.26 -2.73 0.082
C -4.99 4.78 -9.14 -0.659
O -5.21 5.90 -8.70 -0.004
N -4.05 3.96 -8.60 0.166
N -5.67 4.26 -10.20 0.160
H -3.85 3.04 -8.94 0.097
H -3.53 4.31 -7.82 0.103
H -6.38 4.84 -10.62 0.106
H -5.51 3.35 -10.58 0.096
C -2.26 1.45 1.40 -0.655
O -2.62 0.40 0.89 -0.004
N -3.05 2.56 1.40 0.163
N -1.05 1.59 1.99 0.177
H -2.77 3.44 1.81 0.099
H -3.95 2.49 0.97 0.102
H -0.44 0.79 2.00 0.093
H -0.73 2.45 2.42 0.102
C -5.42 -2.44 -0.19 -0.694
O -5.78 -3.48 -0.70 0.015
N -6.20 -1.32 -0.18 0.148
N -4.21 -2.29 0.41 0.161
H -5.92 -0.45 0.23 0.086
H -7.10 -1.38 -0.62 0.099
H -3.60 -3.09 0.43 0.097
H -3.89 -1.43 0.84 0.056
C -2.91 8.80 -10.79 -0.691
O -1.88 9.43 -10.63 0.018
N -3.74 9.02 -11.86 0.141
N -3.33 7.83 -9.93 0.160
H -4.59 8.51 -12.02 0.087
H -3.46 9.72 -12.52 0.098
H -2.75 7.64 -9.13 0.104
H -4.17 7.30 -10.05 0.059
C -4.04 -5.70 11.65 -0.685
O -3.04 -5.03 11.84 0.006
N -4.80 -5.56 10.52 0.147
N -4.49 -6.63 12.53 0.159
H -5.62 -6.10 10.33 0.092
H -4.50 -4.89 9.84 0.102
H -3.96 -6.75 13.38 0.082
H -5.31 -7.19 12.39 0.095
```